(1)
16
Properties=species:S:1:pos:R:3:forces:R:3:nbo_charge:R:1 method="wB97M-V/def2-TZVPD" gap_ev=10.23 lumo_ha=0.0098 e_homo_ev=-10.0 total_charge=0
O 2.71186 -1.78342 1.47868 0.2 -0.9 -1.3 -0.498
C 1.92447 -0.92540 1.61618 -0.3 3.2 2.0 0.782
O 1.90014 -0.30143 2.91200 -2.8 -0.2 -0.8 -0.723
C 0.96469 -0.21882 0.64726 2.1 -1.8 1.4 -0.026
C 0.35965 -0.95403 -0.31372 -1.7 0.5 -2.7 -0.277
C -0.69841 -0.02372 -0.82018 3.0 0.2 0.7 0.126
C -1.69642 -0.03153 -1.99000 -1.4 2.9 1.9 -0.107
O -2.37606 1.35035 -1.92477 2.7 -1.0 3.9 -0.760
N -0.45163 1.16348 -0.20675 -3.0 -0.2 -1.7 -0.280
N 0.47155 1.05523 0.68961 1.7 -1.3 1.7 -0.310
H 0.91593 -0.14033 3.12986 2.2 -0.1 -0.4 0.477
H 0.80588 -1.86936 -0.82147 -1.2 1.1 1.3 0.267
H -2.53182 -0.75027 -1.90351 0.8 0.0 0.1 0.202
H -1.16576 -0.11993 -2.92219 0.1 0.0 -0.4 0.201
H -1.96491 1.72168 -0.86103 -1.6 -1.3 -4.7 0.490
H 0.83085 1.82750 1.29001 -0.8 -0.9 -1.0 0.436

---

(2)
37
Properties=species:S:1:pos:R:3:forces:R:3:lowdin_spin:R:1 method="wB97M-V/def2-TZVPD" gap_ev="8.18 / 8.56" spin_multiplicity=2 lumo_ha="0.0906 / 0.0909" e_homo_ev="-5.7 / -6.1" total_charge=-1
O 9.08294 -23.96643 12.01024 -0.3 0.5 0.3 -0.153
V 10.29634 -24.52173 12.80795 -0.7 -1.2 -0.2 1.075
B 11.55987 -24.83948 10.91244 0.8 -0.4 -1.8 0.014
H 10.70106 -25.14416 10.13006 -0.2 0.2 0.0 0.003
H 12.61898 -24.95140 10.34300 0.3 0.0 0.2 -0.001
H 11.52414 -23.70648 11.26884 -0.2 0.6 0.3 0.011
H 11.65102 -25.65649 11.77406 -0.2 -0.1 0.8 -0.003
B 9.66288 -26.78929 12.99379 0.0 -1.1 -0.1 0.021
H 10.81676 -26.83944 13.34268 0.2 0.1 -0.2 0.002
H 9.43485 -26.74909 11.81539 0.2 0.1 -0.1 0.012
H 9.14582 -27.79006 13.42512 -0.2 0.1 0.3 -0.001
H 9.09792 -25.90558 13.57948 -0.4 0.7 0.3 -0.001
C 14.34542 -24.07189 14.82687 -0.1 0.1 0.4 0.000
F 15.37518 -24.52150 15.55447 0.1 0.0 -0.1 0.000
F 13.99958 -22.86662 15.33556 0.0 0.0 -0.1 0.000
F 14.75387 -23.88071 13.57573 0.1 0.0 -0.1 0.000
S 12.94705 -25.25788 14.92194 -0.3 0.2 -0.2 0.001
O 13.51200 -26.45642 14.40185 0.1 -0.4 -0.1 0.000
O 12.53801 -25.22753 16.30019 0.0 0.1 0.2 0.000
O 11.96454 -24.59530 14.04201 0.6 0.2 0.5 0.003
C 8.79822 -21.70128 16.02932 0.1 -0.1 -0.4 0.000
C 9.33838 -22.28746 14.71262 0.1 0.4 0.9 0.002
C 10.76206 -21.81860 14.46226 -0.2 -0.9 -0.2 0.000
O 11.09344 -22.19388 13.13534 -0.6 0.4 0.0 0.010
C 12.24641 -21.56540 12.63395 0.6 0.3 -0.3 0.002
N 9.34964 -23.77198 14.76397 0.0 0.5 1.1 -0.001
H 9.33800 -22.05784 16.90940 0.1 -0.2 -0.1 0.000
H 7.75093 -21.99740 16.10467 0.0 0.2 0.3 0.000
H 8.88629 -20.61393 16.02900 -0.2 0.0 0.0 0.000
H 8.70084 -21.93972 13.90083 0.0 -0.3 -0.2 0.000
H 11.41919 -22.38730 15.13266 0.1 0.5 0.2 0.000
H 10.83477 -20.73992 14.61282 0.2 0.0 -0.1 0.000
H 13.15645 -21.96332 13.08969 -0.1 0.0 0.0 0.000
H 12.21833 -20.47728 12.78494 -0.2 -0.1 0.3 0.000
H 12.29612 -21.71205 11.55704 -0.1 -0.3 0.1 0.001
H 8.44732 -24.07330 15.13701 -0.4 -0.2 -1.1 0.001
H 9.86417 -23.98010 15.62876 0.8 -0.2 -0.6 0.000

---

(3)
29
Properties=species:S:1:pos:R:3:forces:R:3:lowdin_spin:R:1 method="wB97M-V/def2-TZVPD" gap_ev="5.14 / 4.91" spin_multiplicity=6 lumo_ha="0.0096 / -0.1329" e_homo_ev="-4.9 / -8.5" total_charge=0
C 1.65012 -2.02329 1.86082 0.6 -2.5 0.0 0.117
C 1.67206 -2.16973 0.40897 0.7 -2.1 0.3 0.129
C 0.29435 -2.33760 -0.04819 -0.1 -1.8 -0.3 0.101
H 2.54935 -2.15659 -0.23352 -0.3 0.1 0.2 0.014
C -0.56097 -2.35303 1.12029 0.4 -2.3 0.5 0.138
C 0.27170 -2.15641 2.29239 -0.2 -1.6 0.4 0.116
H -0.07099 -2.18621 3.32418 0.1 0.1 -0.3 0.013
H 2.50196 -1.92328 2.53081 -0.3 0.1 -0.3 0.013
H -0.02911 -2.44362 -1.07689 0.1 -0.2 0.2 0.015
H -1.63886 -2.47192 1.14223 0.2 0.2 -0.1 0.021
Ir 0.50645 -0.56932 0.95690 -2.1 6.9 -0.3 1.847
Cl 2.19734 0.93375 0.89194 2.4 1.8 -0.3 0.360
C 0.70717 1.96472 -1.77420 -0.2 -0.1 0.1 0.397
C -0.52652 1.30102 -2.05017 0.1 -0.3 -0.3 0.367
C -0.24264 0.12953 -2.81071 0.7 0.4 0.2 0.342
H -1.50815 1.63822 -1.75303 0.1 0.2 0.0 0.008
C 1.16888 0.06090 -2.98875 -0.3 0.4 0.2 0.330
C 1.75426 1.19846 -2.35250 -0.2 -0.6 -0.1 0.359
H 2.80848 1.44525 -2.30349 -0.2 -0.1 0.0 0.007
H 0.82125 2.88258 -1.21144 -0.1 -0.2 -0.1 0.009
H -0.99482 -0.55846 -3.18636 0.3 0.1 0.1 0.010
H 1.70814 -0.71015 -3.52985 -0.1 0.2 0.1 0.010
Cl -2.72886 3.27263 2.75833 -0.2 -0.1 0.5 0.002
C -2.45427 1.68508 2.05569 0.5 0.1 -0.5 0.005
Cl -1.65832 0.58956 3.20329 -0.4 0.4 0.0 0.021
Cl -3.96276 0.97299 1.45841 -0.2 -0.2 0.3 0.003
C -1.61611 1.94117 0.75653 0.5 0.2 -0.7 0.023
O -2.04552 2.82089 0.01679 0.2 -0.5 0.3 0.019
O -0.57361 1.22286 0.54153 -1.9 1.5 -0.1 0.202

---

(4)
54
Properties=species:S:1:pos:R:3:forces:R:3:nbo_charge:R:1 method="wB97M-V/def2-TZVPD" gap_ev=10.01 lumo_ha=0.0310 e_homo_ev=-9.2 total_charge=0
C 3.23641 -2.96944 1.24287 0.0 -0.1 0.1 -0.388
C 3.94825 -1.95445 0.79106 0.1 0.0 -0.1 -0.192
C 3.92038 -1.46737 -0.63185 -0.1 -0.2 0.1 -0.259
N 3.95162 -0.02170 -0.73458 0.4 -0.1 -0.3 -0.437
C 5.23813 0.58589 -1.05276 0.0 0.3 -0.1 -0.266
C 6.23055 0.40259 0.06016 0.0 -0.1 -0.2 -0.203
C 6.45988 1.32272 0.97786 0.1 0.1 0.1 -0.367
C 2.91005 0.79741 -0.43894 -0.3 -0.3 0.1 0.712
O 3.01376 2.00893 -0.50878 -0.1 0.4 0.1 -0.644
C 1.58516 0.13863 -0.08060 0.0 0.5 -0.1 -0.331
C 0.75097 0.00117 -1.36003 0.0 -0.2 0.1 -0.389
C -0.61196 -0.60614 -1.04864 0.0 0.2 -0.1 -0.380
C -1.37101 0.24868 -0.02840 0.0 -0.4 0.2 -0.318
C -2.66000 -0.47840 0.33454 0.2 0.2 -0.2 0.707
O -2.61080 -1.55930 0.89587 0.2 -0.3 0.1 -0.647
N -3.84860 0.09185 0.01846 -0.4 0.0 0.0 -0.434
C -5.06521 -0.58581 0.45105 0.0 -0.2 0.2 -0.266
C -5.71363 -1.32450 -0.68285 0.1 0.2 0.1 -0.190
C -5.84936 -2.63584 -0.71769 -0.1 -0.1 0.0 -0.369
C -4.04372 1.37787 -0.62501 0.2 0.3 0.0 -0.250
C -4.00522 2.50042 0.37420 0.0 -0.2 -0.2 -0.188
C -5.00853 3.32866 0.59238 0.0 0.1 0.0 -0.380
C -0.52926 0.40371 1.24271 0.0 0.2 -0.1 -0.381
C 0.83094 1.01025 0.92462 0.0 -0.2 0.1 -0.381
H 3.29598 -3.29596 2.26652 0.1 0.0 0.2 0.205
H 2.56587 -3.52287 0.60494 -0.2 -0.1 -0.2 0.192
H 4.61132 -1.40431 1.44492 0.1 0.0 0.1 0.210
H 4.81085 -1.84301 -1.14789 -0.1 0.1 0.0 0.218
H 3.04828 -1.87100 -1.15461 0.1 -0.1 0.0 0.210
H 5.04274 1.64890 -1.20802 0.1 -0.2 -0.1 0.253
H 5.61526 0.14328 -1.98161 0.0 0.1 0.1 0.194
H 6.74103 -0.55172 0.09584 0.1 -0.1 0.1 0.192
H 7.15736 1.16741 1.78402 0.1 -0.1 0.1 0.198
H 5.95081 2.27194 0.95587 -0.1 0.2 -0.1 0.202
H 1.74220 -0.84368 0.36558 0.0 0.0 -0.1 0.223
H 0.62464 0.99249 -1.80188 0.1 0.0 0.0 0.209
H 1.27354 -0.62236 -2.08988 0.0 0.0 -0.1 0.206
H -0.48956 -1.60898 -0.63452 -0.1 0.0 0.0 0.218
H -1.19876 -0.69217 -1.96723 0.0 -0.1 0.0 0.208
H -1.54733 1.23770 -0.45030 0.0 0.0 0.0 0.201
H -4.78171 -1.29079 1.23489 -0.1 0.2 -0.1 0.246
H -5.74832 0.16484 0.86379 0.1 0.0 0.0 0.202
H -6.05862 -0.71539 -1.50920 -0.1 0.0 -0.2 0.187
H -6.31033 -3.14132 -1.54961 -0.1 0.0 -0.2 0.197
H -5.50138 -3.25685 0.09045 0.1 -0.1 0.2 0.198
H -3.28499 1.53056 -1.39775 -0.1 0.0 0.0 0.215
H -5.01647 1.36277 -1.12199 0.1 0.0 0.0 0.207
H -3.09127 2.57773 0.94691 0.1 0.1 0.1 0.199
H -4.94983 4.11581 1.32433 0.1 0.1 0.2 0.204
H -5.93055 3.26369 0.03697 -0.2 -0.1 -0.1 0.190
H -0.40479 -0.58091 1.69774 -0.1 0.0 0.0 0.220
H -1.05902 1.03642 1.95932 0.0 0.0 0.1 0.206
H 1.41928 1.10008 1.84020 0.0 0.1 0.0 0.213
H 0.71499 2.01188 0.50654 0.1 0.0 0.0 0.216

---

Total energy across the listed records, respectively: -529.2723 -2324.3784 -2558.5451 -1040.0247 Ha.
F_max across the listed records, respectively: 5.119 2.033 7.198 0.505 eV Å⁻¹.
Energy above the lowest of the compared OMol25 structures with the same formula, charge and spin across the listed records, respectively: 61.8 0.0 0.0 87.3 kcal per mole.